Entry 1:
C53H58As2BiN2O13P2 | the ωB97M-V functional and the def2-TZVPD basis

Summary:
Kohn-Sham gap = 7.00 eV
net charge = +3
energy above the lowest of the compared OMol25 structures with the same formula, charge and spin = 69.4 kJ/mol
HOMO energy = -14.909 eV

Last column: Mulliken charge in e.
Atoms and positions in Å:
Bi  -0.92622  0.13738  1.11647  4.59
O  -1.09886  3.56787  1.34557  0.78
C  -0.73673  4.11355  2.56895  -0.11
C  -1.34322  5.23511  3.10929  -0.66
C  -0.92055  5.70051  4.34767  -0.96
C  0.08077  5.04614  5.04937  -0.91
C  0.61649  3.87269  4.54035  -0.63
C  0.20388  3.38139  3.30010  -0.05
P  0.78711  1.75847  2.72151  1.96
C  2.34214  2.03656  1.84253  -0.33
C  3.07907  0.93878  1.39159  -0.16
C  4.24646  1.14484  0.67425  -0.54
C  4.67792  2.43609  0.38871  -0.82
C  3.94019  3.52791  0.82269  -0.94
C  2.76944  3.33177  1.54865  -0.46
C  1.21492  0.87786  4.25343  0.33
C  2.51500  0.84162  4.75123  -0.47
C  2.78602  0.16738  5.93824  -0.81
C  1.76803  -0.47330  6.62989  -0.72
C  0.46613  -0.43972  6.14010  -0.57
C  0.19279  0.23088  4.95703  -0.04
C  -1.62296  4.30575  0.29040  0.09
C  -1.37989  5.65836  0.11574  -0.68
C  -1.97364  6.32430  -0.94646  -0.89
C  -2.79796  5.64747  -1.83445  -1.04
C  -2.97840  4.28415  -1.68525  0.13
C  -2.38513  3.58645  -0.63083  0.18
P  -2.50937  1.76923  -0.63729  1.81
C  -1.99409  1.32133  -2.32864  0.71
C  -2.51185  0.18113  -2.94564  -0.74
C  -2.11943  -0.16887  -4.23048  -1.17
C  -1.20876  0.62171  -4.91521  -0.71
C  -0.70078  1.77027  -4.31723  -0.84
C  -1.08521  2.11721  -3.03246  -1.06
C  -4.27318  1.34701  -0.55498  0.65
C  -5.13621  1.48970  -1.64348  -0.20
C  -6.48409  1.19177  -1.50590  -0.87
C  -6.98372  0.73797  -0.29158  -0.77
C  -6.13235  0.57613  0.79266  -0.63
C  -4.78449  0.88326  0.65959  -0.15
H  -2.14032  5.74467  2.58613  0.65
H  -1.38695  6.58468  4.76467  0.48
H  0.42199  5.42844  6.00258  0.50
H  1.35117  3.32560  5.11723  0.56
H  2.73877  -0.06971  1.60835  0.53
H  4.83110  0.29741  0.33778  0.36
H  5.59474  2.58851  -0.16749  0.48
H  4.27727  4.53457  0.60855  0.47
H  2.20843  4.18979  1.90092  0.50
H  3.31856  1.34164  4.22595  0.52
H  3.79829  0.14642  6.32238  0.48
H  1.98527  -0.99664  7.55299  0.44
H  -0.33154  -0.93234  6.68310  0.51
H  -0.82444  0.23411  4.57352  -0.02
H  -0.72783  6.19734  0.78680  0.67
H  -1.78884  7.38370  -1.07384  0.48
H  -3.27187  6.17051  -2.65493  0.49
H  -3.57275  3.75042  -2.41503  0.36
H  -3.26368  -0.41347  -2.44490  0.90
H  -2.53291  -1.05313  -4.69589  0.54
H  -0.90982  0.35660  -5.92218  0.42
H  -0.01245  2.40742  -4.86000  0.65
H  -0.69663  3.02457  -2.59073  0.25
H  -4.76151  1.80427  -2.60906  0.39
H  -7.14773  1.31132  -2.35346  0.47
H  -8.03726  0.51105  -0.19052  0.44
H  -6.51791  0.21605  1.73839  0.50
H  -4.12442  0.77722  1.51499  -0.02
O  -2.42629  1.65246  2.88492  -0.97
H  -2.61931  2.49886  2.45999  0.14
H  -2.22950  1.86462  3.80694  0.43
O  0.83713  -1.50827  2.44961  -0.44
H  1.21279  -2.35794  2.14027  0.16
H  0.90477  -1.50490  3.41491  0.12
O  -2.63289  -1.57806  -0.27334  -0.78
H  -2.59256  -2.03171  -1.12494  0.13
H  -3.57272  -1.47229  -0.06862  0.24
O  0.40590  1.77776  -0.39614  -0.25
H  0.79779  2.63452  -0.18367  0.18
H  1.07052  1.28514  -0.93258  -0.01
N  -2.88950  -3.13901  3.53142  0.03
C  -3.76294  -2.20909  4.05390  -0.96
C  -3.40856  -1.02352  3.50617  -0.75
N  -2.31898  -1.21828  2.65524  0.64
C  -2.04528  -2.51534  2.70469  -0.83
H  -2.88194  -4.12468  3.74553  0.27
H  -4.54030  -2.46844  4.75359  0.43
H  -3.85530  -0.05697  3.65546  0.48
H  -1.25904  -3.01491  2.16296  0.44
C  5.07700  -2.64569  0.29145  -0.77
O  3.88556  -3.19537  0.91624  -0.35
C  2.72625  -3.33839  0.32003  -0.09
O  1.76192  -3.67044  0.99705  -0.75
C  2.47154  -2.98839  -1.11699  -0.30
C  3.11920  -3.44704  -2.18460  1.14
As  3.08134  -2.77004  -4.10339  0.24
C  3.28845  -4.45359  -5.04979  -1.15
C  1.15656  -2.50255  -3.82625  0.30
C  0.99511  -1.50768  -2.92981  0.45
As  0.67515  -2.03828  -1.07181  1.60
C  -0.39456  -3.67874  -1.13935  -2.12
C  1.78443  -0.23212  -2.98069  -0.71
O  2.01398  0.44442  -1.98768  -0.66
O  2.13362  0.12662  -4.19598  -0.16
C  2.90269  1.34244  -4.34292  -0.84
C  0.05084  -3.51337  -4.01333  0.19
O  -1.11266  -3.19194  -3.97539  -0.54
O  0.47430  -4.73696  -4.29485  -0.15
C  -0.56411  -5.69214  -4.62793  -0.81
C  4.34773  -4.33102  -2.10982  -0.39
O  5.38768  -3.89930  -2.52452  -0.52
O  4.25285  -5.57382  -1.64956  -0.38
C  2.96470  -6.18774  -1.42126  -0.30
H  5.72639  -3.45860  -0.01236  0.37
H  5.56206  -2.06114  1.06506  0.35
H  4.82383  -2.02643  -0.56566  0.34
H  4.36290  -4.61475  -5.12227  0.42
H  2.88983  -4.32225  -6.05473  0.48
H  2.80441  -5.30022  -4.57627  0.22
H  0.21049  -4.50434  -1.50753  0.44
H  -1.26739  -3.56225  -1.77442  0.67
H  -0.69541  -3.90127  -0.11865  0.32
H  2.78235  1.63803  -5.37870  0.29
H  3.94811  1.12909  -4.13253  0.28
H  2.53415  2.10957  -3.67003  0.36
H  -0.04742  -6.57314  -4.98987  0.27
H  -1.21475  -5.28333  -5.39479  0.35
H  -1.14821  -5.92711  -3.74169  0.32
H  3.18417  -7.21339  -1.15268  0.39
H  2.36849  -6.16784  -2.33304  0.13
H  2.42660  -5.70859  -0.60750  0.10

Entry 2:
C53H58AsIrOP2S | the ωB97M-V functional and the def2-TZVPD basis

Summary:
Kohn-Sham gap (alpha / beta) = 3.36 / 2.76 eV
multiplicity = 2
net charge = +3
energy above the lowest of the compared OMol25 structures with the same formula, charge and spin = 293.5 kJ/mol
HOMO energy (alpha / beta) = -14.201 / -14.009 eV

Last column: Löwdin spin population.
Atoms and positions in Å:
Ir  -0.18414  -0.07890  0.76923  -0.11
C  -2.17645  -0.29822  2.33179  0.00
C  -1.72944  -0.87835  3.66179  0.00
C  -2.59402  -1.57218  4.49281  0.00
C  -2.13068  -2.09816  5.69822  0.00
C  -0.79590  -1.96040  6.06718  0.00
C  0.08326  -1.27634  5.23567  0.00
C  -0.40587  -0.72262  4.05914  0.00
P  0.56564  0.27599  2.96275  0.01
C  2.31398  -0.07827  3.20045  0.00
C  3.15150  0.94790  3.65379  0.00
C  4.49753  0.71193  3.87710  0.00
C  5.00797  -0.55816  3.65589  0.00
C  4.18019  -1.57792  3.20291  0.00
C  2.82760  -1.37091  2.95063  0.00
C  1.99253  -2.53922  2.46946  0.00
C  0.28259  2.02299  3.51400  0.10
C  0.01632  2.20844  4.84394  0.01
C  -0.38946  3.46531  5.34809  0.16
C  -0.57219  4.55719  4.51013  -0.01
C  -0.28882  4.41810  3.17309  0.15
C  0.17823  3.17472  2.63371  0.03
C  0.54230  3.18452  1.31015  0.41
H  -3.15037  -0.67492  2.02284  0.00
H  -1.45578  -0.61980  1.49306  0.00
H  -2.22191  0.79488  2.34630  0.00
H  -3.63045  -1.71517  4.20039  0.00
H  -2.81572  -2.63549  6.34424  0.00
H  -0.43871  -2.38505  6.99821  0.00
H  1.12783  -1.16771  5.50841  0.00
H  2.74475  1.93311  3.85568  0.00
H  5.13570  1.50629  4.24598  0.00
H  6.05639  -0.76062  3.84294  0.00
H  4.59229  -2.57064  3.04929  0.00
H  2.62872  -3.37664  2.18686  0.00
H  1.39195  -2.28623  1.59527  0.00
H  1.30496  -2.89041  3.24214  0.00
H  0.08711  1.37179  5.52844  0.00
H  -0.58246  3.56924  6.41138  0.01
H  -0.92465  5.50149  4.90717  0.00
H  -0.37596  5.26720  2.50088  0.01
H  1.06410  2.36270  0.84884  0.02
H  0.38781  4.07258  0.69505  0.02
C  6.03896  -0.72810  -0.86546  0.00
C  5.08964  -0.18163  -1.93619  0.00
C  3.61985  -0.54864  -1.71026  0.00
S  2.97982  -0.04642  -0.11138  0.00
O  1.43447  -0.10042  -0.40752  0.00
C  3.45023  1.68062  -0.05826  0.00
C  2.82935  2.54903  -1.13789  0.00
C  3.21400  4.01523  -0.92680  0.00
H  7.05711  -0.38248  -1.04165  0.00
H  6.05263  -1.82162  -0.87627  0.00
H  5.75637  -0.41242  0.14558  0.00
H  5.36254  -0.59047  -2.90817  0.00
H  5.19316  0.90263  -2.02161  0.00
H  3.48673  -1.63498  -1.70399  0.00
H  2.93791  -0.11685  -2.44649  0.00
H  4.54406  1.69746  -0.09264  0.00
H  3.15258  1.99593  0.94731  0.00
H  1.74757  2.43695  -1.11674  0.00
H  3.16518  2.22028  -2.12486  0.00
H  2.85702  4.38793  0.04001  0.00
H  2.78572  4.64327  -1.71019  0.00
H  4.29816  4.14951  -0.95457  0.00
C  -3.53095  0.07830  -0.53539  0.01
C  -4.48466  0.24669  -1.72129  0.00
As  -5.17876  2.05407  -2.03220  0.04
C  -4.42024  2.59552  -3.73638  0.01
C  -4.43354  3.95742  -4.02334  0.00
C  -4.04266  4.41065  -5.27896  0.00
C  -3.63881  3.50440  -6.25006  0.00
C  -3.64262  2.14122  -5.97311  0.00
C  -4.02631  1.68540  -4.71681  0.00
C  -6.99894  1.69796  -2.56695  0.01
C  -7.88405  2.77512  -2.54463  0.00
C  -9.15844  2.62820  -3.07224  0.00
C  -9.55530  1.40663  -3.60489  0.00
C  -8.67316  0.33039  -3.62626  0.00
C  -7.39988  0.46496  -3.09218  0.00
P  -1.78553  0.49996  -0.85542  0.02
C  -1.33931  -0.56704  -2.24164  0.01
C  -1.34167  -0.16148  -3.57921  0.00
C  -1.01550  -1.07342  -4.57348  0.00
C  -0.69490  -2.38700  -4.24791  0.01
C  -0.70942  -2.80376  -2.92170  0.00
C  -1.02309  -1.89571  -1.92046  0.00
C  -1.63102  2.23523  -1.27516  0.02
C  -2.33857  3.15840  -0.49723  0.02
C  -2.14844  4.52078  -0.68702  0.00
C  -1.26638  4.96750  -1.66114  0.01
C  -0.54359  4.05309  -2.42570  0.00
C  -0.70400  2.69198  -2.21871  0.00
H  -3.48478  -0.98405  -0.28158  0.00
H  -3.88495  0.59841  0.35684  0.00
H  -5.37040  -0.33905  -1.48696  0.00
H  -4.04598  -0.17578  -2.62287  0.00
H  -4.76128  4.66838  -3.27224  0.00
H  -4.06423  5.47139  -5.50088  0.00
H  -3.33362  3.85678  -7.22916  0.00
H  -3.37480  1.42961  -6.74630  0.00
H  -4.05592  0.61852  -4.53254  0.00
H  -7.58536  3.72371  -2.11394  0.00
H  -9.84665  3.46468  -3.05738  0.00
H  -10.56207  1.28482  -3.98491  0.00
H  -8.97673  -0.61474  -4.05932  0.00
H  -6.72819  -0.38420  -3.11652  0.00
H  -1.61936  0.84832  -3.85236  0.00
H  -1.02152  -0.75728  -5.61109  0.00
H  -0.44203  -3.09188  -5.03208  0.00
H  -0.48693  -3.83516  -2.67170  0.00
H  -1.04432  -2.23075  -0.88723  0.00
H  -3.00835  2.82072  0.28506  0.00
H  -2.69123  5.23131  -0.07501  0.00
H  -1.12924  6.03146  -1.82127  0.00
H  0.14731  4.40550  -3.18410  0.00
H  -0.10304  1.98973  -2.78482  0.00